1.
{"formula": "C18H21N5O2SSn", "method": "the ωB97M-V functional and the def2-TZVPD basis", "total_charge": 4, "orbital_gap_ev": [5.2615, 5.8642], "spin_multiplicity": 1, "elements": ["N", "C", "C", "H", "H", "H", "N", "C", "C", "H", "H", "H", "N", "C", "C", "H", "H", "H", "Sn", "C", "O", "C", "O", "C", "C", "C", "C", "C", "C", "H", "H", "H", "H", "H", "H", "C", "N", "C", "C", "N", "C", "S", "H", "H", "H", "H", "H", "H"], "positions_angstrom": [[1.811, -1.054, -2.802], [2.655, -1.263, -3.570], [3.659, -1.563, -4.561], [4.597, -1.069, -4.293], [3.324, -1.202, -5.537], [3.823, -2.644, -4.605], [-3.878, -0.068, -0.598], [-4.913, -0.587, -0.591], [-6.218, -1.211, -0.581], [-6.649, -1.184, -1.590], [-6.883, -0.670, 0.104], [-6.142, -2.254, -0.252], [-0.002, 2.734, 2.534], [0.662, 3.185, 3.372], [1.423, 3.751, 4.467], [1.120, 3.290, 5.415], [1.262, 4.834, 4.525], [2.490, 3.554, 4.309], [-0.553, 0.758, -0.498], [-1.576, -0.012, 1.710], [-1.588, -0.684, 2.631], [-1.152, -1.689, -1.140], [-1.453, -2.785, -1.021], [-0.340, 1.681, -2.727], [0.709, 2.231, -1.966], [0.417, 2.989, -0.821], [-0.916, 3.126, -0.387], [-1.971, 2.564, -1.142], [-1.679, 1.861, -2.330], [-0.099, 1.127, -3.638], [1.741, 2.104, -2.294], [1.225, 3.461, -0.260], [-1.117, 3.632, 0.554], [-2.999, 2.605, -0.776], [-2.494, 1.412, -2.907], [1.494, -1.868, 3.429], [1.654, -2.299, 2.041], [1.834, -3.612, 1.622], [1.880, -3.599, 0.262], [1.676, -2.285, -0.132], [1.588, -1.488, 0.959], [1.587, 0.212, 0.994], [1.639, -0.787, 3.493], [0.480, -2.104, 3.779], [2.230, -2.395, 4.046], [1.931, -4.420, 2.329], [2.045, -4.389, -0.448], [1.666, -1.923, -1.105]], "forces_ev_per_angstrom": [[0.515, -0.064, -0.045], [-0.914, 0.030, 0.519], [0.373, 0.010, -0.181], [-0.080, -0.051, -0.074], [0.046, -0.070, 0.065], [-0.061, 0.143, -0.028], [0.061, -0.336, -0.009], [0.701, 0.431, 0.016], [-0.452, -0.145, 0.002], [0.096, 0.004, 0.195], [0.165, -0.094, -0.149], [0.030, 0.219, -0.068], [0.863, 0.060, 0.312], [-0.993, -0.350, -0.604], [0.369, 0.082, 0.294], [-0.020, 0.117, -0.240], [0.000, -0.217, -0.043], [-0.179, 0.118, 0.051], [0.075, -1.826, 1.604], [-0.480, -1.916, 2.781], [-0.071, 1.902, -2.449], [-1.182, -3.520, 0.477], [0.901, 3.376, -0.531], [0.382, 0.047, -0.933], [0.474, 0.925, -0.578], [0.390, 0.714, -0.243], [-0.082, 0.824, 0.191], [-0.471, 0.262, 0.337], [-0.585, -0.270, -0.613], [-0.137, 0.042, 0.279], [-0.225, -0.067, 0.106], [-0.192, -0.174, 0.027], [-0.032, -0.012, -0.105], [0.162, 0.097, -0.126], [0.219, 0.138, 0.165], [-0.071, 0.016, 0.783], [-0.130, -1.647, -0.119], [-0.092, 1.829, 1.819], [-0.439, 1.812, -1.748], [0.646, -1.515, -0.091], [0.063, 0.249, -0.206], [-0.241, -0.648, -0.537], [0.114, -0.282, 0.014], [0.316, -0.086, -0.145], [-0.173, 0.217, -0.106], [0.056, -0.099, 0.031], [-0.073, -0.197, -0.082], [0.355, -0.077, -0.014]], "lowdin_charge": [0.124, -0.185, -0.004, 0.116, 0.119, 0.119, 0.123, -0.207, -0.014, 0.115, 0.117, 0.111, 0.124, -0.213, -0.019, 0.114, 0.117, 0.105, 1.204, -0.046, 0.173, -0.007, 0.192, -0.081, -0.099, -0.089, -0.089, -0.068, -0.061, 0.159, 0.161, 0.163, 0.133, 0.157, 0.167, 0.038, -0.059, 0.117, 0.098, 0.109, -0.687, 0.890, 0.084, 0.120, 0.136, 0.178, 0.169, 0.075]}

2.
{"formula": "C20H25AuN3OS2", "method": "the ωB97M-V functional and the def2-TZVPD basis", "total_charge": 1, "orbital_gap_ev": [7.5999, 5.7623], "spin_multiplicity": 3, "e_above_lowest_kcal_mol": 10.9, "elements": ["Au", "S", "C", "C", "C", "C", "C", "C", "S", "H", "H", "H", "H", "N", "C", "N", "C", "C", "O", "C", "C", "H", "H", "H", "H", "H", "H", "H", "H", "C", "N", "C", "C", "C", "C", "C", "C", "C", "C", "H", "H", "H", "H", "H", "H", "H", "H", "H", "H", "H", "H", "H"], "positions_angstrom": [[-1.002, -0.319, 0.214], [-2.477, -1.960, -0.589], [-1.818, -3.451, 0.030], [-2.176, -4.656, -0.577], [-1.664, -5.848, -0.112], [-0.756, -5.864, 0.949], [-0.385, -4.684, 1.552], [-0.942, -3.464, 1.137], [-0.615, -2.048, 2.054], [-2.859, -4.649, -1.416], [-1.957, -6.773, -0.588], [-0.339, -6.800, 1.292], [0.328, -4.677, 2.365], [-1.196, 1.529, 1.546], [-0.651, 2.233, 2.289], [-0.079, 3.035, 3.134], [0.559, 4.283, 2.698], [0.158, 5.386, 3.664], [0.464, 5.014, 4.992], [-0.286, 3.883, 5.393], [0.082, 2.674, 4.549], [0.236, 4.504, 1.681], [1.644, 4.147, 2.709], [-0.915, 5.596, 3.569], [0.714, 6.298, 3.452], [-1.359, 4.093, 5.303], [-0.052, 3.701, 6.441], [-0.559, 1.821, 4.766], [1.124, 2.392, 4.722], [-1.480, 0.055, -3.507], [-0.625, -1.092, -3.928], [0.168, -0.737, -5.136], [0.244, -1.652, -2.795], [1.108, -0.614, -2.150], [2.371, -0.372, -2.695], [3.215, 0.578, -2.152], [2.792, 1.290, -1.040], [1.549, 1.035, -0.481], [0.682, 0.075, -1.008], [-2.104, 0.335, -4.351], [-0.825, 0.873, -3.220], [-2.081, -0.258, -2.659], [-1.252, -1.857, -4.180], [0.843, 0.071, -4.868], [-0.516, -0.416, -5.918], [0.732, -1.608, -5.459], [0.824, -2.446, -3.266], [-0.463, -2.078, -2.089], [2.706, -0.958, -3.544], [4.193, 0.750, -2.580], [3.438, 2.036, -0.595], [1.261, 1.594, 0.400]], "forces_ev_per_angstrom": [[0.110, -0.355, 0.171], [-0.221, -0.117, -0.145], [0.013, 0.157, 0.042], [-0.017, -0.056, -0.033], [-0.024, -0.028, -0.024], [0.045, 0.011, 0.053], [0.029, -0.109, 0.022], [-0.074, 0.036, -0.049], [-0.028, 0.215, -0.093], [-0.002, 0.035, 0.002], [0.009, -0.043, -0.007], [0.010, -0.014, 0.007], [0.010, -0.020, 0.031], [0.144, 0.007, -0.045], [-0.156, -0.164, -0.117], [0.040, 0.167, 0.110], [0.014, 0.025, -0.009], [0.021, 0.029, -0.039], [0.004, 0.001, 0.011], [0.000, -0.034, 0.047], [0.006, -0.022, 0.041], [0.008, 0.034, 0.022], [-0.006, 0.033, 0.010], [0.014, -0.014, -0.015], [0.001, -0.027, -0.010], [0.015, -0.020, -0.009], [0.004, -0.014, -0.032], [0.005, 0.028, 0.035], [-0.016, 0.017, 0.031], [0.059, -0.050, 0.008], [0.019, -0.036, 0.017], [-0.023, -0.032, 0.059], [-0.055, 0.029, -0.133], [-0.100, -0.108, 0.066], [0.002, -0.018, -0.032], [-0.007, 0.033, 0.039], [0.092, 0.006, -0.059], [-0.028, 0.014, -0.016], [0.051, 0.264, 0.008], [-0.026, 0.032, 0.024], [-0.039, 0.008, 0.002], [-0.008, 0.039, -0.030], [-0.010, 0.019, 0.011], [0.001, -0.001, -0.034], [0.035, 0.001, -0.016], [0.004, 0.023, -0.016], [0.032, 0.021, 0.060], [0.027, -0.019, 0.036], [0.007, -0.009, -0.024], [0.018, 0.003, -0.006], [0.021, 0.013, 0.006], [-0.027, 0.010, 0.023]], "mulliken_spin": [0.375, 0.479, 0.066, -0.048, 0.071, -0.010, 0.033, 0.021, 0.672, -0.002, 0.005, 0.001, -0.002, 0.001, 0.017, 0.012, 0.001, 0.000, 0.000, 0.000, -0.001, 0.000, -0.001, 0.000, 0.000, 0.000, 0.000, 0.000, 0.000, 0.005, -0.003, 0.001, -0.003, -0.007, 0.015, -0.004, 0.009, 0.014, 0.260, -0.001, 0.002, 0.000, 0.000, 0.000, 0.000, 0.000, 0.001, 0.012, 0.001, 0.000, 0.001, 0.004]}